1.
{"formula": "C28H41CaClN2O4PS2Si2", "method": "ωB97M-V/def2-TZVPD", "e_homo_ev": [1.204, -1.538], "spin_multiplicity": 2, "charge": -2, "elements": ["Ca", "C", "Si", "C", "C", "C", "C", "C", "C", "C", "C", "N", "Si", "C", "C", "C", "H", "H", "H", "H", "H", "H", "H", "H", "H", "H", "H", "H", "H", "H", "H", "H", "H", "H", "H", "H", "H", "H", "C", "C", "O", "P", "S", "S", "O", "C", "C", "H", "H", "H", "H", "H", "H", "H", "H", "H", "H", "Cl", "C", "C", "C", "C", "C", "C", "C", "O", "O", "H", "H", "H", "H", "C", "C", "C", "N", "C", "C", "H", "H", "H", "H", "H"], "xyz": [[-0.84, 0.55, 0.41], [3.40, 0.90, -1.41], [2.86, 1.63, 0.25], [1.75, 3.12, -0.09], [4.45, 2.42, 0.94], [2.20, 0.37, 1.41], [1.41, 0.80, 2.52], [1.70, 0.49, 3.89], [0.95, 1.01, 4.90], [-0.12, 1.86, 4.62], [-0.38, 2.10, 3.29], [0.32, 1.58, 2.28], [2.98, -1.30, 1.40], [4.87, -1.26, 1.70], [2.30, -2.49, 2.71], [2.78, -2.16, -0.28], [3.78, 1.71, -2.04], [2.60, 0.41, -1.95], [4.22, 0.18, -1.27], [2.32, 3.82, -0.71], [1.50, 3.63, 0.85], [0.82, 2.92, -0.61], [4.84, 3.21, 0.30], [5.24, 1.67, 1.07], [4.25, 2.85, 1.93], [2.55, -0.14, 4.10], [1.21, 0.76, 5.93], [-0.74, 2.30, 5.39], [-1.23, 2.70, 2.99], [5.11, -0.73, 2.62], [5.40, -0.77, 0.89], [5.26, -2.28, 1.78], [2.82, -2.41, 3.66], [2.42, -3.51, 2.35], [1.23, -2.35, 2.90], [3.61, -1.95, -0.96], [1.87, -1.83, -0.78], [2.71, -3.24, -0.14], [-1.81, -0.89, -7.01], [-0.96, -0.48, -5.83], [-1.70, -0.74, -4.64], [-0.93, -0.53, -3.22], [-2.26, -0.89, -1.81], [0.09, 1.13, -3.11], [0.15, -1.74, -3.30], [-0.32, -3.08, -3.43], [0.71, -4.02, -2.84], [-1.30, -0.67, -7.95], [-2.76, -0.35, -7.00], [-2.03, -1.96, -6.98], [-0.71, 0.59, -5.86], [-0.02, -1.03, -5.81], [-0.48, -3.29, -4.49], [-1.28, -3.18, -2.91], [1.68, -3.86, -3.30], [0.41, -5.06, -3.01], [0.81, -3.86, -1.77], [-7.73, 5.60, -0.40], [-6.30, 4.59, -0.20], [-5.23, 4.76, -1.07], [-4.11, 3.97, -0.91], [-4.07, 3.01, 0.11], [-5.16, 2.85, 0.96], [-6.29, 3.64, 0.81], [-2.84, 2.15, 0.28], [-2.86, 1.27, 1.19], [-1.87, 2.36, -0.48], [-5.28, 5.50, -1.86], [-3.26, 4.06, -1.56], [-5.10, 2.10, 1.74], [-7.14, 3.53, 1.47], [-1.28, -3.95, 3.14], [-0.92, -3.95, 1.77], [-0.75, -2.79, 1.08], [-0.88, -1.53, 1.61], [-1.27, -1.53, 2.93], [-1.46, -2.66, 3.69], [-1.40, -4.85, 3.71], [-0.77, -4.88, 1.23], [-0.49, -2.81, 0.03], [-1.41, -0.56, 3.38], [-1.76, -2.52, 4.73]]}

---

2.
{"formula": "C2H2N2O3", "method": "ωB97M-V/def2-TZVPD", "e_above_lowest_kj_mol": 562.2, "e_homo_ev": -9.926, "smiles": "O=c1cnon1O", "elements": ["C", "C", "H", "H", "N", "N", "O", "O", "O"], "xyz": [[1.43, 0.15, 0.44], [-0.05, -0.17, 0.72], [-2.50, 0.22, -0.54], [2.12, 0.15, 1.31], [-0.64, 0.30, -0.45], [1.70, 0.33, -0.81], [-1.68, -0.35, -0.77], [0.39, 0.25, -1.44], [-0.79, -0.87, 1.54]]}

---

3.
{"formula": "C4H30F12N3O21S4", "method": "ωB97M-V/def2-TZVPD", "e_homo_ev": -6.964, "charge": -1, "elements": ["N", "H", "H", "H", "H", "C", "F", "F", "F", "S", "O", "O", "N", "S", "O", "O", "C", "F", "F", "F", "C", "F", "F", "F", "S", "O", "O", "N", "S", "O", "O", "C", "F", "F", "F", "O", "H", "H", "O", "H", "H", "O", "H", "H", "O", "H", "H", "O", "H", "H", "O", "H", "H", "O", "H", "H", "O", "H", "H", "O", "H", "H", "O", "H", "H", "O", "H", "H", "O", "H", "H", "O", "H", "H"], "xyz": [[-2.31, 0.31, -1.55], [-1.95, 0.14, -0.57], [-2.34, -0.59, -2.04], [-1.72, 0.96, -2.07], [-3.28, 0.67, -1.52], [0.58, -1.72, -0.40], [0.03, -0.96, -1.35], [-0.01, -2.89, -0.32], [1.82, -1.92, -0.67], [0.38, -0.82, 1.22], [0.42, -1.85, 2.21], [1.39, 0.20, 1.31], [-1.22, -0.17, 0.95], [-1.54, 0.45, 2.35], [-1.67, -0.53, 3.40], [-0.80, 1.65, 2.69], [-3.31, 1.07, 2.10], [-3.93, 1.18, 3.26], [-3.26, 2.26, 1.52], [-3.91, 0.18, 1.32], [2.80, -1.88, -4.18], [3.01, -1.13, -5.25], [1.55, -1.59, -3.77], [2.94, -3.14, -4.48], [4.05, -1.37, -2.81], [3.33, -0.34, -2.10], [4.41, -2.56, -2.08], [5.31, -0.69, -3.71], [6.25, -1.84, -4.14], [7.12, -2.28, -3.06], [5.70, -2.88, -5.01], [7.39, -0.92, -5.34], [6.70, -0.51, -6.41], [7.90, 0.15, -4.73], [8.35, -1.74, -5.76], [-4.99, 1.11, -1.33], [-5.47, 1.57, -2.04], [-5.62, 0.47, -0.98], [-1.38, 4.77, 0.42], [-1.39, 3.81, 0.31], [-0.53, 5.04, 0.06], [4.84, 0.06, 1.87], [4.19, -0.40, 2.41], [4.31, 0.62, 1.27], [3.47, 1.80, 0.07], [2.73, 1.30, 0.44], [3.33, 1.78, -0.88], [-2.85, -2.58, 0.89], [-2.45, -3.36, 1.30], [-2.25, -1.85, 1.12], [-0.98, 0.01, -3.78], [-1.01, 0.83, -4.29], [-0.07, -0.03, -3.45], [-4.02, 0.51, 6.08], [-3.69, 1.00, 5.32], [-4.69, -0.08, 5.71], [0.53, -0.48, 5.46], [0.09, -0.39, 4.61], [1.39, -0.08, 5.31], [-4.93, -2.15, -0.79], [-4.11, -2.22, -0.25], [-4.64, -2.20, -1.70], [2.60, 1.20, 3.69], [3.22, 1.36, 4.41], [2.98, 1.66, 2.94], [-5.06, 4.04, 2.93], [-5.44, 3.16, 3.05], [-4.70, 4.27, 3.80], [-4.87, 4.73, -0.36], [-5.56, 4.11, -0.10], [-4.16, 4.58, 0.27], [0.07, -4.56, 2.50], [0.93, -4.68, 2.08], [-0.01, -3.60, 2.62]]}

---

Q: Which calculated total energy values were calculated for the entries above? A: -118557.0793, -11222.9786, -128053.9632, in eV.